Record 1
This record from the OMol25 dataset describes the molecule C2H8NOPS2. The level of theory is the ωB97M-V functional and the def2-TZVPD basis.

Each line ends with the Mulliken charge.
Element x y z (Å)
C -0.4902 2.1593 -0.9890  -0.586
C 1.7090 -1.6863 -0.3252  -0.708
N -0.4279 -0.5879 1.7216  -0.468
O 0.0070 1.2265 0.0145  -0.361
P -0.8013 -0.2213 0.1648  0.506
S -3.1500 -0.1417 0.1152  -0.390
S 0.1238 -1.6136 -0.9874  -0.111
H 0.4034 2.4867 -1.5465  0.232
H -0.8928 2.9679 -0.3790  0.204
H -1.0891 1.5529 -1.6852  0.367
H 2.4208 -1.8127 -1.1377  0.322
H 1.8215 -2.3198 0.5536  0.292
H 1.7827 -0.6909 0.1852  0.220
H -0.4477 -1.4902 2.1396  0.223
H -0.9694 0.1711 2.1555  0.259

The multiplicity is 1. The value obtained for the frontier orbital gap is 8.387 eV. As for the relative energy (zero: lowest compared OMol25 entry of this formula, charge and spin): 46.5 kcal/mol. Its SMILES is CO[P@@](N)(=S)SC. The calculation puts the LUMO energy at 0.253 eV. As for the net charge: 0.

Record 2
This record from the OMol25 dataset describes the molecule C12H17ClSi. The level of theory is the ωB97M-V functional and the def2-TZVPD basis.

Each line ends with the Mulliken charge.
Element x y z (Å)
C -4.0385 1.4785 -1.2041  -0.478
C -3.0120 0.8337 -1.8891  -0.493
C -3.9226 1.6355 0.1900  -0.431
C -1.8892 0.4006 -1.2558  0.096
C -2.7820 1.2690 0.7956  -0.349
C -1.7272 0.6462 0.1133  0.292
C 2.5139 -0.0332 -0.2056  -1.173
C 1.6916 -1.2955 -0.2070  -0.805
C 1.4984 1.1637 -0.2768  0.263
C 0.7525 -1.4280 0.9997  0.637
C 2.0750 2.4885 0.1133  -1.403
C -0.1469 -2.6137 0.9946  -1.987
Si -0.0272 0.3632 1.0433  0.178
Cl -0.1214 1.0172 3.0283  -0.356
H -4.8287 2.0564 -1.6214  0.364
H -2.9396 0.6808 -2.9731  0.325
H -4.7263 2.2179 0.7420  0.283
H -1.1388 -0.2027 -1.8440  0.162
H -2.5546 1.1998 1.8653  0.235
H 3.0271 -0.1486 0.7242  0.312
H 3.1789 -0.1440 -0.9377  0.608
H 1.0022 -1.3036 -1.0446  0.233
H 2.3069 -2.1864 -0.1969  0.466
H 1.0374 1.1108 -1.2815  0.294
H 1.2745 -1.5684 2.0057  0.309
H 2.2903 2.6486 1.1617  0.315
H 1.2672 3.2103 -0.1166  0.384
H 2.9160 2.7899 -0.6317  0.324
H -0.8374 -2.5075 0.1713  0.398
H -0.7738 -2.8507 1.7423  0.496
H 0.4332 -3.3540 0.6430  0.500

The multiplicity is 1. The value obtained for the frontier orbital gap is 9.546 eV. As for the relative energy (zero: lowest compared OMol25 entry of this formula, charge and spin): 0.0 kcal/mol. Its SMILES is C[C@H]1CC[C@H](C)[Si]1(Cl)c1ccccc1. The calculation puts the LUMO energy at 0.774 eV. As for the net charge: 0.

Record 3
This record from the OMol25 dataset describes a cluster of 4 separate species, C32H70F3N7O12P in total. The level of theory is the ωB97M-V functional and the def2-TZVPD basis.

Each line ends with the Mulliken charge.
Element x y z (Å)
C -1.6240 1.2222 0.5962  -0.986
C -1.5173 1.1225 -0.9176  0.627
O -1.2607 2.1567 -1.5097  -0.707
N -1.5422 -0.0952 -1.6195  0.361
C -0.2976 -0.1724 -2.3416  0.274
C 0.9653 -0.1453 -1.5063  -1.319
O -0.2622 -0.2003 -3.5369  -0.553
P -2.5344 -1.6055 -0.9729  2.642
C -3.9936 -0.3796 -0.6966  -1.120
C -5.4032 -0.8271 -1.1048  0.282
C -6.2246 0.1480 -1.9496  0.091
N -5.5759 0.9602 -2.9393  -0.686
O -7.4216 0.2057 -1.8157  -0.523
C -1.0976 -2.8264 -1.2932  -2.417
C -0.8633 -3.6172 -2.5798  0.535
O -0.4823 -2.7649 -3.6417  -0.484
C 0.1794 -4.7224 -2.3579  -1.193
N 1.5565 -4.2325 -2.2693  -0.500
C -3.6136 -3.0318 -0.1711  -2.090
C -4.2135 -4.1575 -1.0046  -0.011
O -3.3000 -5.2331 -1.2094  -0.270
C -5.4623 -4.7436 -0.3761  0.612
F -5.9112 -5.8150 -1.0445  -0.256
F -6.4690 -3.8605 -0.3483  -0.262
F -5.2722 -5.1478 0.8959  -0.327
N -3.2342 -1.9742 -2.7041  -0.641
C -3.2351 -1.2409 -3.6511  0.560
O -3.3070 -0.5082 -4.5592  -0.681
H -2.0448 0.3651 1.1081  0.354
H -0.5977 1.3847 0.9537  0.045
H -2.2041 2.1230 0.8289  0.273
H 1.7204 -0.7793 -1.9837  0.437
H 1.3383 0.8833 -1.4568  0.240
H 0.7945 -0.4953 -0.4829  0.295
H -2.0078 -1.4041 0.3457  -0.071
H -4.0026 -0.1535 0.3734  0.250
H -3.7711 0.5524 -1.2197  0.344
H -5.3845 -1.7603 -1.6770  -0.260
H -6.0339 -1.0193 -0.2277  0.373
H -4.8987 1.5867 -2.5165  0.387
H -5.0526 0.3878 -3.6008  0.303
H -1.3156 -3.6119 -0.5566  0.992
H -0.1505 -2.3941 -0.9395  0.467
H -1.7935 -4.1467 -2.8327  0.263
H -0.7463 -3.1692 -4.4763  0.404
H 0.1016 -5.4086 -3.2124  0.505
H -0.1010 -5.2825 -1.4533  0.274
H 1.8735 -4.1529 -1.3119  0.203
H 2.1999 -4.8430 -2.7535  0.210
H -2.9843 -3.5158 0.5948  0.838
H -4.4135 -2.5659 0.4200  0.430
H -4.5148 -3.8194 -2.0020  0.208
H -2.7939 -5.3326 -0.3919  0.359
C 4.0710 6.9146 0.2766  -0.606
O 5.1543 6.0648 0.5864  -0.371
C 5.3313 5.7972 1.9706  -0.579
C 4.9618 4.3737 2.3229  -0.261
N 3.5284 4.1581 2.2205  -0.221
C 3.0932 2.7738 2.3558  -0.833
C 3.5964 1.7491 1.3463  -0.548
O 3.0904 1.9230 0.0416  -0.291
C 3.7623 2.8644 -0.7682  -0.698
H 4.1677 7.1879 -0.7727  0.254
H 3.0984 6.4319 0.4213  0.296
H 4.0952 7.8262 0.8836  0.235
H 4.7571 6.5063 2.5771  0.212
H 6.3924 5.9466 2.1932  0.402
H 5.2715 4.1828 3.3562  0.373
H 5.5483 3.7082 1.6732  0.175
H 3.1984 4.5222 1.3359  0.041
H 2.0017 2.7683 2.3087  0.429
H 3.3698 2.4257 3.3577  0.409
H 3.2343 0.7715 1.6759  0.369
H 4.6933 1.6931 1.3203  0.348
H 4.8362 2.8821 -0.5553  0.327
H 3.3632 3.8769 -0.6525  0.228
H 3.6114 2.5623 -1.8043  0.310
C 2.8373 8.5927 5.4561  -0.850
O 4.1464 8.2993 5.0159  -0.231
C 4.9115 9.4132 4.5830  -0.762
C 6.0312 9.7285 5.5496  -0.267
N 5.5185 10.2574 6.8035  -0.300
C 6.5050 10.4000 7.8659  -0.716
C 7.2282 9.1531 8.3609  -0.450
O 6.4088 8.2422 9.0655  -0.430
C 5.6711 7.3390 8.2662  -0.496
H 2.3107 7.6443 5.5441  0.249
H 2.8223 9.0934 6.4312  0.327
H 2.3074 9.2235 4.7358  0.352
H 4.2738 10.2894 4.4293  0.435
H 5.3555 9.1449 3.6196  0.357
H 6.6855 10.4787 5.0932  0.355
H 6.6217 8.8102 5.6767  0.171
H 4.7629 9.6675 7.1277  0.098
H 6.0015 10.8497 8.7252  0.373
H 7.2632 11.1172 7.5318  0.391
H 7.9876 9.4820 9.0749  0.347
H 7.7535 8.6328 7.5497  0.341
H 6.2271 7.0524 7.3684  0.273
H 4.7022 7.7441 7.9598  0.136
H 5.4906 6.4478 8.8664  0.306
C -3.2195 -11.5508 -6.0186  -0.692
O -4.5225 -11.0470 -5.8351  -0.352
C -5.0219 -11.1386 -4.5062  -0.804
C -5.1190 -9.7836 -3.8431  -0.136
N -3.8051 -9.2255 -3.5749  -0.242
C -3.8050 -7.8427 -3.0970  -0.793
C -4.3839 -6.7632 -3.9980  0.035
O -3.6294 -6.5180 -5.1741  -0.407
C -3.8974 -7.3712 -6.2618  -0.653
H -3.0410 -11.5961 -7.0919  0.238
H -2.4519 -10.9141 -5.5643  0.288
H -3.1192 -12.5589 -5.6019  0.338
H -4.3893 -11.8073 -3.9128  0.423
H -6.0226 -11.5761 -4.5643  0.392
H -5.6470 -9.9061 -2.8914  0.331
H -5.7440 -9.1429 -4.4817  0.177
H -3.2435 -9.2847 -4.4146  0.177
H -2.7673 -7.5692 -2.8942  0.307
H -4.3299 -7.8025 -2.1385  0.316
H -4.3600 -5.8340 -3.4289  -0.163
H -5.4316 -6.9562 -4.2637  0.345
H -4.9533 -7.6599 -6.2965  0.297
H -3.2911 -8.2840 -6.2456  0.196
H -3.6557 -6.8240 -7.1736  0.293

The multiplicity is 1. The value obtained for the frontier orbital gap is 7.396 eV. The calculation puts the LUMO energy at 1.827 eV. As for the net charge: -1.

Record 4
This record from the OMol25 dataset describes a structure of composition C44H65F4N2O4PS2SeTa. The level of theory is the ωB97M-V functional and the def2-TZVPD basis.

Each line ends with the Mulliken charge.
Element x y z (Å)
Ta 1.2089 1.3078 -0.1029  -0.312
C 2.7724 3.2410 3.5885  -1.238
C 1.6318 3.8244 2.7668  -0.347
N 1.8388 3.8343 1.3136  1.189
C 3.0447 4.5471 0.8821  -0.630
C 3.1374 6.0334 1.2446  -1.559
C 0.6134 4.3311 0.6949  -1.240
C 0.5681 4.2566 -0.8293  -1.246
N 0.9704 2.9722 -1.4156  0.869
C 0.9479 2.9799 -2.7773  0.448
C 1.4983 1.8943 -3.4960  -0.647
F 2.0342 0.8604 -2.7793  0.468
C 1.5643 1.7843 -4.8670  -0.379
F 2.1163 0.6798 -5.3942  -0.282
C 1.0790 2.7848 -5.6868  -0.790
C 0.5278 3.8746 -5.0364  0.057
F 0.0309 4.8797 -5.7742  -0.330
C 0.4445 3.9818 -3.6558  0.529
F -0.1729 5.1050 -3.2146  -0.326
H 2.4931 3.2822 4.6385  0.494
H 2.9539 2.2028 3.3246  0.109
H 3.6988 3.7952 3.4675  0.320
H 0.7445 3.2101 2.9478  -0.040
H 1.4137 4.8422 3.1297  0.449
H 3.9032 4.0228 1.3065  0.517
H 3.1165 4.4371 -0.2033  0.332
H 3.1525 6.1862 2.3216  0.310
H 4.0634 6.4296 0.8363  0.460
H 2.3143 6.6049 0.8212  0.299
H -0.1981 3.7201 1.0935  -0.351
H 0.4088 5.3774 0.9754  0.571
H -0.4726 4.4725 -1.1016  0.712
H 1.2059 5.0423 -1.2528  0.679
H 1.1328 2.7261 -6.7591  0.544
C -5.7784 -2.0376 -1.9147  -1.685
C -5.8424 -0.5198 -1.6968  2.239
C -5.9963 0.1908 -3.0502  -1.713
C -7.0845 -0.2169 -0.8541  -2.225
C -4.5513 -0.0478 -1.0423  -0.678
C -3.3315 -0.3209 -1.6419  -0.649
C -2.1628 0.1698 -1.0908  -0.067
Se -0.4512 -0.3209 -1.8449  0.119
C -0.1249 -1.8281 -0.6675  0.317
C -0.5291 -3.0983 -1.0051  -0.737
C -0.2957 -4.1539 -0.1279  -0.261
C 0.2754 -3.8548 1.0999  -0.312
C 0.6958 -2.5817 1.4748  -0.346
C 0.5520 -1.5491 0.5354  0.672
O 1.0245 -0.3295 0.6699  1.707
C 1.2815 -2.3796 2.8697  2.481
C 0.2754 -2.9221 3.8976  -1.857
C 2.5987 -3.1615 2.9888  -1.822
C 1.5501 -0.9109 3.2106  -2.094
C -0.6413 -5.5658 -0.5694  2.156
C -2.1389 -5.6586 -0.8849  -1.682
C -0.2999 -6.6092 0.4949  -2.176
C 0.1763 -5.8715 -1.8332  -1.697
C -2.1227 0.9998 0.0445  0.250
O -1.0152 1.5951 0.4211  -0.377
C -3.3554 1.1506 0.7365  -0.983
C -4.5109 0.6462 0.1636  -0.243
C -3.3877 1.8518 2.0910  2.577
C -2.3457 1.2054 3.0170  -1.529
C -4.7476 1.7495 2.7940  -2.417
C -3.0787 3.3396 1.8901  -1.442
H -6.7065 -2.3905 -2.3585  0.482
H -4.9614 -2.3110 -2.5761  0.333
H -5.6339 -2.5463 -0.9640  0.363
H -6.8860 -0.1651 -3.5656  0.463
H -6.0931 1.2643 -2.9038  0.379
H -5.1369 0.0114 -3.6904  0.324
H -7.9735 -0.5241 -1.4013  0.445
H -7.0614 -0.7636 0.0857  0.402
H -7.1730 0.8462 -0.6462  0.440
H -3.2640 -0.9216 -2.5370  0.576
H -1.0242 -3.2438 -1.9541  0.485
H 0.4179 -4.6540 1.8064  0.393
H 0.1558 -3.9977 3.8052  0.338
H 0.6199 -2.7084 4.9074  0.496
H -0.6964 -2.4536 3.7600  0.324
H 2.4370 -4.2216 2.8094  0.352
H 3.3295 -2.8001 2.2677  0.177
H 3.0160 -3.0441 3.9883  0.502
H 0.6509 -0.3096 3.0865  0.234
H 1.8801 -0.8200 4.2436  0.647
H 2.3336 -0.4977 2.5805  0.052
H -2.7282 -5.3954 -0.0088  0.337
H -2.4125 -4.9895 -1.6958  0.348
H -2.3933 -6.6741 -1.1808  0.473
H -0.8555 -6.4319 1.4118  0.416
H -0.5624 -7.5993 0.1317  0.453
H 0.7648 -6.6026 0.7127  0.412
H -0.1094 -5.2177 -2.6531  0.363
H 1.2373 -5.7294 -1.6356  0.344
H 0.0175 -6.9014 -2.1454  0.455
H -5.4362 0.7994 0.6877  0.639
H -2.5994 0.1602 3.1906  0.361
H -1.3534 1.2545 2.5774  -0.101
H -2.3272 1.7168 3.9776  0.580
H -5.0130 0.7141 3.0000  0.418
H -4.6898 2.2806 3.7425  0.462
H -5.5387 2.2114 2.2079  0.479
H -2.1634 3.4610 1.3226  0.049
H -3.8875 3.8201 1.3436  0.371
H -2.9652 3.8348 2.8515  0.477
C 3.0242 -2.0575 -2.9981  -1.009
C 4.1050 -1.0887 -2.5492  -0.455
O 3.6934 -0.4542 -1.3321  -0.317
P 4.4975 0.8886 -0.8429  0.833
S 4.6625 2.3025 -2.1742  -0.405
S 3.5430 1.2047 0.9304  -0.785
O 5.9779 0.3770 -0.4798  -0.524
C 6.3350 -0.4141 0.6543  -0.262
C 5.9780 -1.8776 0.4680  -0.586
H 3.4213 -2.6784 -3.7965  0.544
H 2.1499 -1.5259 -3.3680  0.036
H 2.7195 -2.6907 -2.1665  0.221
H 4.2849 -0.3233 -3.3135  0.429
H 5.0417 -1.6245 -2.3596  0.427
H 5.8401 -0.0045 1.5426  0.207
H 7.4171 -0.2862 0.7549  0.347
H 4.9077 -1.9654 0.2974  -0.126
H 6.2523 -2.4413 1.3572  0.436
H 6.5098 -2.2851 -0.3886  0.281

The multiplicity is 2. The value obtained for the frontier orbital gap (alpha / beta) is 7.195 / 7.506 eV. As for the relative energy (zero: lowest compared OMol25 entry of this formula, charge and spin): 52.0 kcal/mol. The calculation puts the LUMO energy (alpha / beta) at -0.379 / -0.151 eV. As for the net charge: 0.

- Which of these has the lowest net charge?
  C32H70F3N7O12P

- Which of these has the lowest net charge?
  C32H70F3N7O12P